Entry 1:
Here is a structure of composition C20H12Cl5O2PPdS4 from the OMol25 dataset. Energies are from ωB97M-V/def2-TZVPD.

Last column: Löwdin charge in e.
CARTESIAN COORDINATES (ANGSTROEM)
C  0.6532  -2.3539  3.2715  -0.064
H  0.4219  -2.7685  4.2409  0.107
C  1.1828  -0.2877  -2.9695  -0.284
P  -1.0217  0.2874  0.6404  0.995
H  -3.2023  3.9902  3.0096  0.106
C  -0.2165  -1.4497  2.6902  -0.072
C  1.8220  -1.7588  -4.8097  -0.709
H  -3.3871  0.0265  0.1144  0.054
H  3.0125  -2.5056  0.8523  0.107
C  -2.3082  3.3909  2.9332  -0.075
H  -3.0724  -0.4582  1.8089  0.095
C  2.3917  0.3770  -3.1084  -0.714
C  -1.2573  3.5884  3.8153  -0.075
Cl  2.7645  1.6671  -2.0266  0.646
S  -2.1067  1.0749  -4.2919  0.009
C  0.9275  -1.3495  -3.8295  -0.693
O  -2.9994  -2.8450  0.8000  0.056
H  -3.0315  2.2673  1.2568  0.105
C  -0.1107  2.8191  3.7026  -0.072
C  2.1094  -2.2060  1.3633  -0.066
O  -1.6539  -1.9686  -0.7389  -0.176
Cl  4.1526  -1.5314  -6.1391  0.697
S  -0.2470  2.5569  -1.9576  0.116
C  1.8179  -2.7216  2.6161  -0.072
C  3.3094  0.0117  -4.0955  -0.706
C  -1.0799  1.6276  1.8598  -0.355
S  -1.1644  2.9904  -3.6175  0.052
H  2.5034  -3.4103  3.0838  0.104
Cl  4.7801  0.8792  -4.2882  0.691
S  -2.9196  0.3399  -2.6825  0.138
C  -2.2188  2.4213  1.9526  -0.092
C  -0.0112  1.8506  2.7217  -0.081
H  0.8851  1.2554  2.6294  0.108
C  -2.4433  -1.9254  0.2409  -0.762
C  -2.6803  -0.4686  0.7898  -0.237
C  3.0233  -1.0596  -4.9408  -0.707
Cl  1.4595  -3.0798  -5.8380  0.707
Cl  -0.5918  -2.1448  -3.5624  0.726
C  0.0828  -0.9195  1.4394  -0.373
C  1.2407  -1.3067  0.7714  -0.094
H  1.4639  -0.8798  -0.2132  0.073
H  -1.1189  -1.1496  3.2050  0.119
H  -1.3343  4.3434  4.5842  0.106
Pd  -0.5363  -0.1920  -1.6699  0.454
H  0.7093  2.9753  4.3857  0.106

Results
**LUMO level (spin up / spin down)**: -0.89 / -2.84 eV
**Spin multiplicity**: 5
**Molar mass**: 727.24 g mol⁻¹
**E_HOMO (spin up / spin down)**: -8.536 / -8.915 eV
**Energy above the lowest of the compared OMol25 structures with the same formula, charge and spin**: 1.874 eV
**Calculated total energy**: -5282.7009 Ha

---

Entry 2:
Here is a cluster of 2 separate species, C4H12N2O in total from the OMol25 dataset. Energies are from ωB97M-V/def2-TZVPD.

Last column: Löwdin charge in e.
CARTESIAN COORDINATES (ANGSTROEM)
H  -0.6077  2.0347  -1.0348  0.113
C  -0.4167  0.9177  -1.0190  -0.302
H  -1.7005  -4.5069  0.5873  0.061
H  0.7119  1.9327  1.7121  0.119
N  -1.4318  0.2137  -1.8996  -0.020
H  0.6227  0.1937  2.4203  0.093
H  2.4816  2.1771  0.2747  0.066
H  -2.6208  -3.3861  0.0137  0.000
C  2.8239  1.1608  0.2127  -0.022
H  -1.1349  0.9311  1.1070  0.105
N  2.2238  0.4350  1.1257  -0.059
C  0.9135  0.8034  1.5567  -0.246
H  -1.1626  -0.5434  -2.5202  0.059
H  -0.4663  -0.5523  0.3148  0.090
H  -2.3138  0.0834  -1.4011  0.056
H  0.5002  0.6272  -1.5307  0.095
C  -0.3092  0.5352  0.4450  -0.191
O  -1.8222  -3.8483  -0.1426  -0.065
H  3.7090  0.7911  -0.2219  0.048

Results
**LUMO level**: 0.77 eV
**Molar mass**: 104.15 g mol⁻¹
**E_HOMO**: -8.988 eV
**Energy above the lowest of the compared OMol25 structures with the same formula, charge and spin**: 3.538 eV
**Calculated total energy**: -344.2550 Ha

---

Entry 3:
Here is a structure of composition C27H21GaN4O3 from the OMol25 dataset. Energies are from ωB97M-V/def2-TZVPD.

Last column: Löwdin charge in e.
CARTESIAN COORDINATES (ANGSTROEM)
C  -1.5718  2.8055  -3.2078  -0.025
C  -1.9273  -1.9059  -1.1893  -0.029
C  -1.4880  4.4417  -1.4449  -0.031
H  -0.4978  -5.2655  1.1230  0.090
H  4.5006  1.2013  -2.0991  0.114
C  -1.5094  -0.1390  4.2010  -0.057
C  -0.9315  -1.4276  2.1291  -0.259
H  -2.4041  5.8866  -4.3870  0.098
C  1.8608  -1.8322  -4.3627  -0.003
Ga  0.0000  0.0000  0.0000  -0.156
N  -0.8024  2.4549  0.4261  0.121
H  -2.5551  -1.6947  -0.3282  0.144
C  3.3551  -0.2265  -3.2486  0.017
H  1.2169  0.0000  1.0550  0.052
H  -1.4612  1.7776  -3.5465  0.108
O  -0.7795  0.9483  -1.3121  0.037
H  2.7448  1.3657  -0.3302  0.123
C  -1.1459  -2.4905  4.3608  -0.004
H  -1.5025  -3.8952  0.6973  0.084
C  0.6542  -2.5290  -4.3623  -0.002
H  -1.9858  6.4588  -1.9995  0.098
H  4.1033  -0.3159  -4.0314  0.122
C  -2.3343  -2.7945  -2.1700  -0.013
C  0.0588  -1.4667  -2.2520  -0.115
O  -0.7294  -1.3922  0.8615  -0.122
N  1.4511  0.0296  -1.2136  0.097
H  0.4264  -3.2066  -5.1816  0.119
H  -2.1345  3.5303  -5.1503  0.098
N  -0.7517  -1.2424  -1.2128  0.095
H  -1.3079  4.6971  -0.4040  0.104
C  -1.9549  3.7995  -4.1150  -0.088
H  0.3195  -3.7573  0.7674  0.098
C  -1.3176  1.0333  2.0561  0.005
C  -0.9289  2.0806  -0.8146  -0.434
C  -0.2538  -2.3505  -3.3073  -0.136
C  2.1608  -0.9562  -3.3083  -0.138
C  -1.4512  -1.2826  4.9770  -0.103
C  1.2396  -0.7849  -2.2525  -0.123
H  -1.7798  -3.7131  -4.0291  0.121
C  -2.1051  5.1163  -3.6847  -0.099
C  -1.4829  -3.0202  -3.2467  0.017
H  -2.1555  1.7114  2.2863  0.151
C  -1.8716  5.4385  -2.3492  -0.084
C  3.5860  0.6241  -2.1723  -0.019
H  -1.7366  0.8224  4.6463  0.107
O  -0.6536  -3.8923  2.6106  -0.091
C  -1.3306  3.1066  -1.8548  -0.114
H  -3.2914  -3.2982  -2.0961  0.115
H  -1.0976  -3.3984  4.9538  0.116
C  -0.5832  -4.1777  1.2205  -0.075
C  -0.9034  -2.5778  2.9691  -0.161
H  2.5611  -1.9739  -5.1824  0.119
N  -0.4499  1.3096  1.1428  -0.013
C  -1.2364  -0.2241  2.8259  -0.126
H  -1.6364  -1.2391  6.0425  0.097
C  2.6134  0.7161  -1.1910  -0.044

Results
**LUMO level**: -0.75 eV
**Molar mass**: 519.21 g mol⁻¹
**E_HOMO**: -6.570 eV
**Calculated total energy**: -3410.8686 Ha

---

Entry 4:
Here is a structure of composition C20H27AsN6O2S4Si2V from the OMol25 dataset. Energies are from ωB97M-V/def2-TZVPD.

Last column: Löwdin charge in e.
CARTESIAN COORDINATES (ANGSTROEM)
H  0.1142  1.4735  4.5523  0.016
H  -1.6881  -1.3469  3.9812  0.096
C  3.2492  -1.0613  -0.9126  -0.341
H  4.6274  -0.2780  4.1483  0.002
N  -1.5591  -1.1576  -0.6126  -0.230
C  5.0908  -0.1957  1.3164  -0.258
N  -2.5305  -1.6192  0.2178  0.053
H  -3.0456  0.7072  -4.0040  0.125
C  -2.1840  4.4810  0.8942  -0.257
C  -2.7976  -1.3502  -4.6943  -0.201
C  -2.2127  -1.1460  1.4382  -0.509
H  5.2602  0.5329  2.1314  0.002
H  4.0003  0.3652  5.7092  0.022
H  2.1824  3.0816  3.0009  -0.022
C  3.3478  1.8471  -0.1439  -0.244
V  0.0000  0.0000  0.0000  -0.131
C  -2.4732  -0.2109  -3.9482  -0.020
Si  3.4249  0.1065  0.5330  0.176
C  -0.2634  3.2771  1.8844  -0.630
H  -2.6622  0.1340  3.6622  0.104
C  3.7256  -0.1743  4.7789  -0.247
H  3.8940  2.4788  2.8923  0.014
H  3.2933  -2.1088  -0.5503  0.046
C  -2.3355  -3.7034  -5.3412  -0.204
C  -1.3776  -0.2897  -3.1189  -0.720
H  2.2748  -0.8844  -1.4127  -0.185
C  -1.2171  3.4499  0.9803  -0.660
S  0.6434  -1.1917  -1.9179  0.720
N  0.2740  4.7605  3.9281  0.130
C  -0.9082  -2.5678  -3.7301  -0.028
H  3.4521  2.5904  0.6674  0.012
H  3.2323  3.0253  4.4745  0.031
C  0.9315  0.9073  5.0439  -0.248
C  -0.6225  -1.4260  -3.0140  -0.693
H  0.5756  -0.1137  5.2931  0.017
H  -1.9673  -0.5879  -1.5791  0.104
C  -2.0159  -2.5283  -4.5850  -0.202
S  0.5759  1.8239  1.4173  0.474
S  -1.0609  2.1204  -0.1345  0.535
Si  2.3916  0.7862  3.8867  0.165
H  -3.3371  -2.1889  0.0052  0.163
C  2.9844  2.5174  3.5204  -0.244
H  3.3389  -1.1804  5.0384  0.022
H  1.2376  1.4284  5.9738  0.025
H  5.8825  -0.0615  0.5511  0.019
N  -2.9639  5.3472  0.8585  0.103
As  1.6408  -0.3421  1.9800  0.634
H  -3.4031  -1.2827  4.4324  0.088
H  4.1724  1.9905  -0.8723  0.028
N  -4.8540  -1.2589  -6.2772  0.123
H  -1.0366  -2.0027  -1.2744  0.117
N  -2.6062  -4.6501  -5.9604  0.122
C  -3.9342  -1.2928  -5.5660  -0.204
H  5.1331  -1.2320  1.7110  0.029
C  0.0487  4.0764  3.0110  -0.266
H  2.3756  1.9995  -0.6548  0.012
H  1.2971  -1.1778  -0.0379  -0.085
O  -3.0602  -1.4897  2.4237  -0.003
O  -1.1908  -0.4700  1.4548  -0.176
H  -0.2867  -3.4484  -3.6194  0.120
H  4.0721  -0.8840  -1.6350  0.037
C  -2.6696  -0.9605  3.6879  -0.045
S  -0.7351  0.8973  -2.1003  0.565

Results
**Net charge**: -2
**LUMO level (spin up / spin down)**: 4.09 / 4.08 eV
**Spin multiplicity**: 2
**Molar mass**: 693.78 g mol⁻¹
**E_HOMO (spin up / spin down)**: -0.287 / -0.193 eV
**Calculated total energy**: -6608.5345 Ha